Entry from the OMol25 dataset: a molecular structure, C21H14F5N5O3RuS in a non-equilibrium geometry (ωB97M-V/def2-TZVPD).

The calculation puts the frontier orbital gap (alpha / beta) at 6.6 / 3.6 eV. Its spin multiplicity is 2. As for the relative energy (zero: lowest compared OMol25 entry of this formula, charge and spin): 4.9730 eV. As for the charge: +1. The HOMO energy (alpha / beta) comes out at -10.659 / -10.387 eV.

Element x y z (Å)
Ru (-0.70812, 0.13586, -0.42429)
N (2.35404, 0.09383, 2.33624)
C (1.40524, 0.82499, 1.54246)
N (1.10996, 0.11100, 0.31203)
C (2.07193, -0.60174, -0.30030)
N (1.87582, -0.96917, -1.53673)
N (0.62167, -0.60660, -1.88833)
C (0.12230, -0.88989, -3.02594)
C (-1.07047, -0.12047, -3.35797)
C (-1.76004, -0.25900, -4.54496)
C (-2.86447, 0.56075, -4.76896)
C (-3.22435, 1.47945, -3.80175)
C (-2.48994, 1.54665, -2.62669)
N (-1.43207, 0.77884, -2.40717)
C (3.33054, -0.85434, 0.37168)
C (4.40199, -1.48878, -0.25040)
C (5.52804, -1.81236, 0.47913)
C (5.58511, -1.51271, 1.85651)
C (4.55018, -0.88414, 2.49206)
C (3.40748, -0.53025, 1.74882)
H (2.36172, 0.23025, 3.33807)
H (1.75506, 1.83521, 1.26597)
H (0.59534, -1.60304, -3.69155)
H (-1.43896, -0.98757, -5.27367)
H (-3.43192, 0.46870, -5.68398)
H (-4.08152, 2.12391, -3.92470)
H (-2.77740, 2.21793, -1.82978)
H (4.32670, -1.72858, -1.30097)
H (6.36499, -2.30146, 0.00243)
H (6.46371, -1.77587, 2.42903)
H (4.60956, -0.64987, 3.54617)
C (-3.72075, -2.44840, 0.69697)
S (-2.72551, -1.77156, -0.58555)
O (-3.22832, -2.19784, -1.84843)
O (-1.29935, -2.07446, -0.29882)
O (-2.75755, -0.25919, -0.38685)
H (-4.10406, -3.40473, 0.35274)
H (-4.54008, -1.75919, 0.88464)
H (-3.11160, -2.56788, 1.58718)
F (-0.33015, -0.25946, 2.76641)
C (0.04060, 0.97900, 2.20655)
C (-0.95137, 1.26034, 1.07030)
C (-1.97318, 2.20012, 1.32794)
F (-2.92434, 2.42062, 0.41592)
C (-2.00504, 2.92663, 2.46729)
F (-2.97159, 3.78216, 2.70806)
C (-0.96092, 2.84321, 3.48713)
F (-1.06167, 3.67301, 4.50525)
C (0.02989, 1.96446, 3.33887)
F (1.03286, 1.86162, 4.22195)